ORCA calculation (ωB97M-V/def2-TZVPD) on a molecular structure, C61H46MgNP3Si in a non-equilibrium geometry.

```
! RIJCOSX wB97M-V def2-TZVPD def2/J DEFGRID3
* xyz 0 1
C -7.128 -0.816 -0.265
C 1.959 6.154 -1.541
C -3.517 -2.252 2.497
C -0.990 4.096 1.797
C -2.160 3.063 3.623
C -1.718 1.816 3.203
H -5.317 -1.519 -1.164
H 1.848 6.790 -2.410
C 3.693 2.817 -2.716
H 5.138 -0.814 -1.786
H 4.338 1.572 0.367
C 4.229 2.721 -1.437
C 2.968 5.688 0.586
H 3.924 3.673 -3.337
C -1.227 2.163 -3.785
C 2.552 0.732 -2.381
H -3.219 -3.200 -0.144
H -2.139 5.183 3.245
C 2.858 1.816 -3.193
C -0.887 1.690 2.086
H 1.906 -0.055 -2.764
H -1.761 -0.779 -4.208
C 5.089 -1.745 -1.235
C 3.962 -0.282 2.261
C -1.300 -1.250 2.372
C 3.080 0.629 -1.097
P 2.627 -0.859 -0.134
H 2.339 3.880 1.547
H -2.168 0.471 -2.100
C 0.730 -4.001 -2.149
C 6.023 -3.906 -0.728
C -2.728 -1.284 -0.982
C 0.318 -3.324 -0.989
C -1.809 -2.943 4.037
H -7.758 -1.319 -0.987
C 0.233 -4.113 0.171
C -7.699 -0.070 0.754
H 4.872 3.506 -1.060
C 1.224 -7.507 -1.000
H -0.868 2.064 -4.802
H -8.775 0.012 0.829
Si -0.183 0.026 1.475
H 4.933 -5.082 0.702
C -2.625 -1.377 1.888
C -1.795 4.209 2.921
C 2.724 -0.336 1.618
H -0.712 4.984 1.240
C 4.053 -1.972 -0.336
H 6.879 -2.521 -2.122
C -2.303 -0.609 -2.136
H 0.513 4.732 -2.233
C 3.929 1.631 -0.635
H 2.442 1.882 -4.191
H 0.833 -3.458 -3.085
C -2.083 -1.309 -3.320
C 4.004 -3.187 0.353
H -2.793 3.143 4.499
H -7.320 1.168 2.469
C 1.334 4.160 -0.333
H -4.539 -2.318 2.142
C 2.838 6.508 -0.531
C -0.917 -2.054 3.444
H 0.781 0.671 4.198
C -2.134 2.418 -1.173
H 4.861 -0.562 1.722
H 0.740 2.352 -2.958
C -0.324 2.340 -2.748
C 1.208 4.987 -1.442
C 1.545 -0.006 2.307
H -2.497 2.500 -0.157
H -1.489 -3.554 4.872
C -0.532 2.845 1.391
H 5.022 0.159 4.070
C -3.109 -3.038 3.569
P -3.093 -0.256 0.502
H -4.098 2.161 -1.990
C -0.766 2.489 -1.430
H -3.297 1.953 -4.325
H -3.808 -3.722 4.035
H 3.418 7.419 -0.609
C -4.921 -0.289 0.555
C -3.039 2.221 -2.210
C -5.506 0.477 1.567
H 3.651 5.958 1.381
C 0.523 -5.471 0.183
H 3.184 -3.384 1.035
C -2.916 -2.665 -1.037
C 4.056 0.116 3.584
C 6.073 -2.709 -1.424
C 4.985 -4.144 0.165
Mg -0.029 -1.249 -0.699
C 1.672 0.394 3.642
C -6.882 0.577 1.675
H -4.869 0.997 2.277
C 1.032 -5.353 -2.166
H 1.354 -5.842 -3.077
H -2.030 0.933 3.749
N 1.465 -8.631 -1.003
C -5.745 -0.927 -0.364
C 0.923 -6.097 -0.993
C -2.591 2.100 -3.518
H 0.440 -6.050 1.095
C -2.300 -2.680 -3.361
H 6.786 -4.658 -0.886
P 0.491 2.550 -0.102
H -2.856 -4.428 -2.251
C 2.228 4.522 0.679
C 2.902 0.455 4.277
H -2.133 -3.225 -4.281
H 2.962 0.766 5.313
C -2.715 -3.355 -2.223
H -0.075 -3.664 1.113
H 0.096 -1.983 3.826
*
```

Computed properties:
Strongest force on any atom (eV/Å): 1.10
E_LUMO (eV): 0.218
ΔE to the lowest compared entry with this formula, charge and spin (eV): 0.345

Atom charges from the Löwdin analysis, given in e for atoms 1 to 99: number 1, C, carries -0.08; number 2, C, carries -0.08; number 3, C, carries -0.09; number 4, C, carries -0.08; number 5, C, carries -0.08; number 6, C, carries -0.10; number 7, H, carries 0.10; number 8, H, carries 0.10; number 9, C, carries -0.07; number 10, H, carries 0.10; number 11, H, carries 0.10; number 12, C, carries -0.07; number 13, C, carries -0.09; number 14, H, carries 0.11; number 15, C, carries -0.08; number 16, C, carries -0.14; number 17, H, carries 0.12; number 18, H, carries 0.10; number 19, C, carries -0.11; number 20, C, carries -0.33; number 21, H, carries 0.10; number 22, H, carries 0.11; number 23, C, carries -0.08; number 24, C, carries -0.10; number 25, C, carries -0.32; number 26, C, carries -0.40; number 27, P, carries 1.05; number 28, H, carries 0.11; number 29, H, carries 0.04; number 30, C, carries -0.14; number 31, C, carries -0.09; number 32, C, carries -0.42; number 33, C, carries -0.22; number 34, C, carries -0.08; number 35, H, carries 0.10; number 36, C, carries -0.14; number 37, C, carries -0.09; number 38, H, carries 0.11; number 39, C, carries -0.20; number 40, H, carries 0.11; number 41, H, carries 0.10; number 42, Si, carries 0.59; number 43, H, carries 0.11; number 44, C, carries -0.38; number 45, C, carries -0.08; number 46, C, carries -0.37; number 47, H, carries 0.11; number 48, C, carries -0.36; number 49, H, carries 0.10; number 50, C, carries -0.15; number 51, H, carries 0.10; number 52, C, carries -0.09; number 53, H, carries 0.11; number 54, H, carries 0.09; number 55, C, carries -0.06; number 56, C, carries -0.10; number 57, H, carries 0.10; number 58, H, carries 0.10; number 59, C, carries -0.37; number 60, H, carries 0.10; number 61, C, carries -0.09; number 62, C, carries -0.10; number 63, H, carries 0.10; number 64, C, carries -0.12; number 65, H, carries 0.11; number 66, H, carries 0.06; number 67, C, carries -0.11; number 68, C, carries -0.09; number 69, C, carries -0.28; number 70, H, carries 0.09; number 71, H, carries 0.10; number 72, C, carries -0.39; number 73, H, carries 0.10; number 74, C, carries -0.08; number 75, P, carries 1.10; number 76, H, carries 0.12; number 77, C, carries -0.34; number 78, H, carries 0.11; number 79, H, carries 0.10; number 80, H, carries 0.10; number 81, C, carries -0.37; number 82, C, carries -0.11; number 83, C, carries -0.11; number 84, H, carries 0.10; number 85, C, carries -0.04; number 86, H, carries 0.11; number 87, C, carries -0.09; number 88, C, carries -0.08; number 89, C, carries -0.08; number 90, C, carries -0.07; number 91, Mg, carries 0.54; number 92, C, carries -0.10; number 93, C, carries -0.08; number 94, H, carries 0.10; number 95, C, carries -0.05; number 96, H, carries 0.11; number 97, H, carries 0.10; number 98, N, carries 0.14; number 99, C, carries -0.08